{"formula": "C2H12O5", "method": "the ωB97M-V functional and the def2-TZVPD basis", "species": ["C", "C", "O", "H", "H", "H", "H", "H", "H", "O", "H", "H", "O", "H", "H", "O", "H", "H", "O"], "xyz": [[2.85, 1.76, 2.61], [2.15, 2.19, 1.51], [2.14, 1.51, 0.37], [2.61, 2.26, 3.54], [3.46, 0.87, 2.60], [1.42, 2.98, 1.65], [2.11, 2.15, -0.37], [-1.49, -3.82, -1.37], [-2.79, -4.39, -1.83], [-1.85, -4.52, -1.94], [-0.87, 0.67, -2.18], [-0.96, 0.08, -3.45], [-1.06, 0.97, -3.08], [-1.25, -1.20, -0.36], [-2.56, -1.66, 0.28], [-2.03, -1.77, -0.51], [-1.32, 0.92, 0.95], [0.12, 0.77, 0.82], [-0.68, 0.22, 0.77]], "nbo_charge": [-0.059, 0.303, -0.521, 0.247, 0.253, 0.223, 0.551, 0.475, 0.466, -0.943, 0.446, 0.473, -0.919, 0.480, 0.473, -0.958, 0.486, 0.445, -0.922], "homo_energy_ha": [-0.464, -0.464], "charge": 1, "homo_lumo_gap_ev": [6.61, 2.62], "s2": 0.755, "spin_multiplicity": 2}